C5H13NO2 as an isolated structure at a distorted geometry, computed with wB97M-V/def2-TZVPD.

```
! RIJCOSX wB97M-V def2-TZVPD def2/J DEFGRID3
* xyz 0 1
C -1.4559 -1.0533 -0.3438
C 0.4494 0.1527 0.5490
C 0.4550 -0.8699 -0.4319
C -2.4046 0.1121 -0.2025
C 0.3810 1.5987 0.1766
N 3.0954 0.4470 -0.2505
O 2.3137 -0.3194 0.6650
O -1.7203 -2.0829 0.5696
H -1.7244 -1.7207 1.4662
H -1.5352 -1.4940 -1.3375
H 0.1353 -0.1170 1.5530
H 3.8208 0.8829 0.3203
H 3.5817 -0.2234 -0.8484
H 0.7203 -1.8787 -0.1334
H 0.6881 -0.5683 -1.4496
H -2.3707 0.5509 0.7990
H -3.4367 -0.2253 -0.3570
H -2.2005 0.8819 -0.9478
H -0.3665 2.1483 0.7502
H 0.1912 1.7543 -0.8883
H 1.3829 2.0242 0.3418
*
```

Summary:
HOMO-LUMO gap = 0.3131 hartree
LUMO level = 0.893 eV
ΔE to the lowest compared entry with this formula, charge and spin = 137.5 kcal/mol
HOMO = -7.6 eV


A 2-piece molecular cluster, C5H13NO2 overall at a distorted geometry, computed with wB97M-V/def2-TZVPD.

```
! RIJCOSX wB97M-V def2-TZVPD def2/J DEFGRID3
* xyz 0 1
C -2.3531 0.2227 0.3361
C -1.2553 1.0770 -0.3591
C -1.7017 1.2031 -1.8039
C -0.0603 0.1915 -0.0954
N 0.2273 0.4217 1.3140
C 1.0848 -0.5431 1.7982
O 1.4963 -1.4751 1.1240
H -2.1119 -0.8314 0.1367
H -2.4604 0.1461 1.4886
H -3.3616 0.4379 -0.0481
H -1.1707 2.0783 0.1362
H -1.1053 1.9801 -2.2083
H -2.7506 1.4719 -1.8246
H -1.5149 0.1740 -2.3852
H 0.9335 0.2699 -0.5589
H -0.3692 -0.8992 -0.3348
H -0.2553 0.9674 1.9240
H 1.1082 -0.6117 2.9325
O 2.4630 -0.9550 -1.7703
H 3.4240 -0.7160 -1.6258
H 2.0820 -0.8847 -0.9152
*
```

Summary:
HOMO-LUMO gap = 0.3963 hartree
LUMO level = 0.820 eV
Structure (SMILES) = CC(C)CNC=O.O
ΔE to the lowest compared entry with this formula, charge and spin = 48.0 kcal/mol
HOMO = -10.0 eV


A 2-piece molecular cluster, C5H13NO2 overall at a distorted geometry, computed with wB97M-V/def2-TZVPD.

```
! RIJCOSX wB97M-V def2-TZVPD def2/J DEFGRID3
* xyz 0 1
C -0.2396 -0.5440 0.0553
C -0.4048 0.9045 0.5904
C -1.5934 0.8771 1.5899
C 0.8146 1.4971 1.3512
C 1.9536 1.5326 0.3407
N 2.9745 0.6734 0.6193
O 1.8327 2.1086 -0.7080
H 0.0830 -1.1502 0.8984
H -1.2290 -0.7889 -0.3430
H 0.4083 -0.5433 -0.8194
H -0.6756 1.5411 -0.2515
H -2.5627 0.9971 1.1041
H -1.4959 1.8040 2.1553
H -1.5631 0.0047 2.2446
H 0.5622 2.5315 1.5880
H 0.9583 0.8157 2.1824
H 3.6103 0.5181 -0.1319
H 3.0828 0.0879 1.4290
O -3.9764 -5.3190 -3.3714
H -3.3760 -5.7191 -2.7148
H -4.8002 -5.3029 -2.8847
*
```

Summary:
HOMO-LUMO gap = 0.3897 hartree
LUMO level = 0.824 eV
Structure (SMILES) = CC(C)CC(N)=O.O
ΔE to the lowest compared entry with this formula, charge and spin = 14.8 kcal/mol
HOMO = -9.8 eV


A 2-piece molecular cluster, C5H13NO2 overall at a distorted geometry, computed with wB97M-V/def2-TZVPD.

```
! RIJCOSX wB97M-V def2-TZVPD def2/J DEFGRID3
* xyz 0 1
C 1.6629 -0.2426 -1.3314
N 1.4528 -0.4104 0.0674
C 0.4496 0.3141 0.8022
C 0.7021 0.0483 2.3045
C -1.0410 -0.0101 0.4731
C -1.9614 1.1055 0.8717
O -2.1735 2.0652 0.1818
H 0.8865 0.3938 -1.7671
H 1.4861 -1.1541 -1.9118
H 2.6342 0.2180 -1.4909
H 1.5121 -1.3752 0.3445
H 0.5329 1.3653 0.6141
H 1.2032 -0.8969 2.4959
H 1.3605 0.8211 2.6821
H -0.2512 0.1518 2.8243
H -1.0606 -0.0471 -0.6161
H -1.3772 -0.9603 0.8791
H -2.4647 0.9432 1.8490
O -1.4822 -0.8606 -2.9065
H -0.6055 -0.7566 -2.5185
H -1.4655 -0.7123 -3.8475
*
```

Summary:
HOMO-LUMO gap = 0.3525 hartree
LUMO level = 0.794 eV
Structure (SMILES) = CN[C@H](C)CC=O.O
ΔE to the lowest compared entry with this formula, charge and spin = 47.9 kcal/mol
HOMO = -8.8 eV